The following is a quantum chemistry calculation of an isolated molecule of C18H16N4O5S at a distorted geometry, from OMol25.

Geometry (Å):
C (-6.33068, -0.20725, 2.08975)
C (-6.08334, -1.24522, 1.00411)
H (-5.28156, -1.92451, 1.30951)
H (-6.99293, -1.81202, 0.79205)
O (-5.74169, -0.64860, -0.24445)
C (-4.50439, -0.16649, -0.37558)
N (-3.64092, -0.26839, 0.62270)
N (-2.42642, 0.17230, 0.49796)
C (-2.00686, 0.74561, -0.61952)
C (-2.87619, 0.91375, -1.71773)
C (-4.15615, 0.44362, -1.59897)
H (-4.89273, 0.53030, -2.38163)
H (-2.54977, 1.41951, -2.61339)
C (-0.61399, 1.20056, -0.62951)
C (0.11078, 1.33912, -1.81081)
C (1.42998, 1.74667, -1.78349)
C (2.05041, 2.03950, -0.57240)
C (1.32848, 1.91777, 0.61280)
C (0.01727, 1.49521, 0.58013)
H (-0.54868, 1.38902, 1.49166)
H (1.80899, 2.17217, 1.54309)
N (3.38495, 2.44335, -0.53382)
S (4.45091, 1.82302, 0.60242)
O (4.07550, 2.24536, 1.91159)
O (5.75204, 2.13550, 0.10132)
C (4.14412, 0.05965, 0.43522)
C (4.72530, -0.60245, -0.63136)
C (4.42941, -1.93637, -0.84240)
C (3.54469, -2.57174, 0.02227)
C (2.96711, -1.90727, 1.09735)
C (3.27454, -0.57380, 1.30364)
H (2.86205, -0.02261, 2.13213)
H (2.28984, -2.43934, 1.74791)
N (3.22205, -3.96782, -0.20331)
O (3.69642, -4.49679, -1.18290)
O (2.49941, -4.51041, 0.59997)
H (4.86464, -2.49373, -1.65801)
H (5.41403, -0.06871, -1.26681)
H (3.82897, 2.56434, -1.43124)
H (1.98631, 1.84214, -2.70527)
H (-0.34186, 1.09926, -2.76103)
H (-6.67851, -0.70264, 2.99138)
H (-5.40781, 0.32198, 2.31087)
H (-7.08371, 0.50644, 1.76382)

Cartesian forces (eV/Å) of the 3 atoms listed first:
C 0.12 -0.11 -0.35
C -0.15 -0.19 0.60
H -0.16 0.02 -0.07

Orbital gap ... 0.2769 Eh
ΔE to the lowest compared entry with this formula, charge and spin ... 3.664 eV
LUMO energy ... -1.00 eV
Charge ... 0
Electronic energy ... -45954.9175 eV
SMILES ... CCOc1ccc(-c2ccc(NS(=O)(=O)c3ccc([N+](=O)[O-])cc3)cc2)nn1


The following is a quantum chemistry calculation of an isolated molecule of C18H16O2, from OMol25.

Geometry (Å):
C (-6.05558, -0.94579, 0.92655)
C (-4.66764, -0.67808, 0.43587)
C (-4.20298, 0.62352, 0.27816)
C (-2.92997, 0.87183, -0.19588)
C (-2.08488, -0.18847, -0.51885)
C (-2.54360, -1.49558, -0.35026)
C (-3.81911, -1.73424, 0.11421)
H (-4.16658, -2.75013, 0.23637)
H (-1.87694, -2.30934, -0.59437)
C (-0.70363, 0.02632, -1.00181)
O (0.11507, -0.86744, -1.05445)
C (-0.39937, 1.41885, -1.44670)
C (0.48465, 2.20813, -0.85252)
C (1.19570, 1.83609, 0.40995)
O (0.89192, 2.37235, 1.45651)
C (2.24636, 0.80998, 0.30461)
C (2.72275, 0.21525, 1.47271)
C (3.69329, -0.76282, 1.41359)
C (4.22200, -1.16307, 0.19149)
C (3.75694, -0.55378, -0.97124)
C (2.77966, 0.41702, -0.92287)
H (2.42988, 0.87730, -1.83460)
H (4.16594, -0.85538, -1.92491)
C (5.26080, -2.23748, 0.11319)
H (6.07795, -1.93541, -0.53951)
H (5.66114, -2.46855, 1.09704)
H (4.82280, -3.14518, -0.30203)
H (4.04520, -1.22547, 2.32475)
H (2.30572, 0.52950, 2.41816)
H (0.63778, 3.22807, -1.18264)
H (-0.97285, 1.75904, -2.30039)
H (-2.58116, 1.88917, -0.29463)
H (-4.84779, 1.45196, 0.53424)
H (-6.70526, -1.18971, 0.08532)
H (-6.06588, -1.79197, 1.61030)
H (-6.46651, -0.07576, 1.43226)

Cartesian forces (eV/Å) of the 3 atoms listed first:
C -0.04 -0.01 -0.04
C 0.10 0.11 0.00
C -0.14 -0.09 0.04

Orbital gap ... 0.3383 Eh
ΔE to the lowest compared entry with this formula, charge and spin ... 0.000 eV
LUMO energy ... 0.20 eV
Charge ... 0
Electronic energy ... -23020.1311 eV
SMILES ... Cc1ccc(C(=O)/C=C\C(=O)c2ccc(C)cc2)cc1


The following is a quantum chemistry calculation of a structure of composition C18H17AlBCl2F9LiNO6PS at a distorted geometry, from OMol25.

Geometry (Å):
C (4.27149, 0.92931, -1.41625)
C (3.03424, 1.72800, -1.11057)
C (2.66923, 2.82531, -1.83113)
C (1.52075, 3.49152, -1.53889)
P (0.85372, 4.92616, -2.40947)
S (-0.52337, 4.10108, -3.60316)
C (0.76816, 3.07558, -0.55906)
C (1.06844, 2.00885, 0.19375)
C (2.22717, 1.29832, -0.05900)
O (2.62320, 0.20813, 0.65684)
N (1.67530, -0.88078, 0.55935)
O (1.43444, -1.08421, -0.55062)
C (0.02528, 1.66186, 1.28601)
O (0.33762, 1.26475, 2.35802)
C (-1.43714, 1.95406, 0.86929)
C (-2.68582, 1.11559, 1.22903)
Cl (-2.38074, -0.18338, 2.44785)
C (-3.20868, 0.44992, -0.11669)
C (-3.17491, -1.07625, -0.15321)
Cl (-4.86526, 1.03931, -0.49390)
C (-1.63868, 2.99502, 0.10270)
F (-2.82244, 3.32548, -0.35289)
C (-0.46455, 3.83137, -0.33450)
O (-0.42899, 5.03052, -0.50147)
H (5.05581, 1.23277, -0.71375)
H (4.65651, 1.11909, -2.41445)
H (4.08905, -0.12389, -1.22260)
H (3.29169, 3.13460, -2.66061)
H (0.05995, 5.94650, -1.45182)
H (1.87881, 5.51306, -3.18610)
H (-3.48517, 1.78880, 1.53868)
H (-2.56466, 0.77125, -0.93150)
H (-3.90931, -1.52669, 0.51497)
H (-3.47260, -1.35571, -1.16657)
H (-2.16324, -1.45905, -0.02687)
B (-0.87157, 0.31787, -3.16306)
F (-1.98466, 0.75586, -3.88584)
F (0.30249, 0.74849, -3.79778)
F (-0.91600, 0.88980, -1.84445)
F (-0.87786, -1.07310, -3.05326)
Li (-4.63093, 0.23337, 3.67096)
Al (-1.70577, 5.57508, -5.15734)
C (1.82705, -3.74021, 2.86014)
C (0.34886, -3.44147, 2.65362)
O (-0.28576, -4.27760, 1.68192)
C (-0.70902, -5.56370, 2.01881)
O (-1.41131, -5.62301, 3.07907)
C (0.49829, -6.62864, 2.06289)
F (1.36911, -6.34882, 1.10484)
F (0.02087, -7.83863, 1.82644)
F (1.13844, -6.64876, 3.21455)
H (2.32018, -3.96250, 1.91447)
H (2.31359, -2.88162, 3.32306)
H (1.97576, -4.58638, 3.52426)
H (0.26997, -2.43240, 2.24787)
H (-0.17898, -3.42577, 3.60936)
H (-1.22036, -5.87626, 1.06645)
F (0.09224, 6.75215, -1.90839)

Cartesian forces (eV/Å) of the 3 atoms listed first:
C 0.14 0.45 0.40
C 0.96 -1.28 0.14
C 1.26 0.47 -1.27

Orbital gap ... 0.0460 Eh
LUMO energy ... -7.33 eV
Charge ... +1
Electronic energy ... -109808.6238 eV


The following is a quantum chemistry calculation of a structure of composition C18H17BCl2F4N7O2S2Zr, from OMol25.

Geometry (Å):
Zr (1.36196, -0.72475, 1.42386)
S (4.11079, -0.14828, 2.19814)
C (3.54974, 1.19724, 1.37222)
N (2.33476, 1.25402, 0.82171)
C (2.07413, 2.50164, 0.25044)
C (0.89606, 2.90723, -0.36426)
C (0.81018, 4.18654, -0.88602)
C (1.88146, 5.07368, -0.80366)
C (3.05935, 4.68553, -0.18739)
C (3.14196, 3.40368, 0.33570)
S (4.47561, 2.66486, 1.17232)
H (0.06064, 2.23107, -0.44034)
H (-0.10933, 4.49390, -1.36779)
H (1.79516, 6.06921, -1.21943)
H (3.89810, 5.36562, -0.11194)
F (0.98713, 0.55433, 3.35979)
B (0.78381, -0.67864, 4.10707)
F (-0.19729, -1.32960, 3.31353)
F (0.46666, -0.48388, 5.39799)
F (1.94822, -1.43898, 3.85930)
Cl (2.26468, -6.01803, 0.67073)
C (1.79732, -4.32350, 0.90720)
Cl (-3.74299, -2.66721, -1.77089)
C (2.62872, -3.35572, 0.07189)
O (3.37072, -3.68682, -0.81149)
O (2.40246, -2.11018, 0.43414)
H (1.89084, -4.08441, 1.96439)
N (-4.99398, -3.56122, -1.93482)
N (-2.60245, -4.17580, 0.59886)
N (-2.10738, -3.17302, 0.85453)
C (-1.55274, -2.04844, 1.14172)
N (-0.35962, -1.71694, 0.50949)
N (-3.64863, -1.45050, -0.96932)
H (-5.73905, -3.21577, -1.32275)
H (0.75736, -4.19653, 0.61046)
H (-2.10216, -1.38635, 1.79784)
C (0.58996, -0.96230, -2.32570)
C (-0.61454, -0.10468, -2.07487)
C (-1.37379, 0.37437, -3.13230)
C (-2.48013, 1.18333, -2.91221)
C (-2.82962, 1.52535, -1.61904)
C (-2.09775, 1.05681, -0.53079)
C (-2.51641, 1.44525, 0.86278)
C (-0.98956, 0.23602, -0.76587)
N (-0.25829, -0.27364, 0.32869)
H (0.82827, -0.99182, -3.38884)
H (0.42570, -1.97784, -1.96273)
H (1.46385, -0.58503, -1.78933)
H (-1.08473, 0.11579, -4.14512)
H (-3.06144, 1.55041, -3.74935)
H (-3.68976, 2.16094, -1.43827)
H (-3.36178, 0.83527, 1.19273)
H (-2.83449, 2.48911, 0.89007)
H (-1.70774, 1.30864, 1.57695)

Cartesian forces (eV/Å) of the 3 atoms listed first:
Zr -0.57 0.04 0.12
S -0.15 -0.05 0.00
C -0.07 0.07 -0.09

Orbital gap ... 0.2175 Eh
ΔE to the lowest compared entry with this formula, charge and spin ... 8.546 eV
LUMO energy ... 1.55 eV
Charge ... -1
Electronic energy ... -93014.6020 eV


The following is a quantum chemistry calculation of a structure of composition C18H17Br2MnN8O3S, from OMol25.

Geometry (Å):
Mn (0.44863, -0.21448, 0.37509)
C (-2.55467, 1.44449, -0.62775)
C (-2.42323, 1.03034, 0.80528)
C (-3.53247, 1.24223, 1.64652)
C (-3.54838, 0.81013, 2.94480)
C (-2.42977, 0.11081, 3.42984)
C (-2.33554, -0.47993, 4.74367)
Br (-3.72520, -0.30881, 5.93932)
C (-1.20659, -1.20033, 5.12715)
C (-0.14039, -1.37413, 4.26740)
Br (1.35693, -2.34115, 4.76604)
C (-0.18901, -0.79071, 2.96819)
O (0.76794, -0.90387, 2.12869)
C (-1.34985, -0.03978, 2.56159)
N (-1.31282, 0.44043, 1.27826)
H (-3.59633, 1.66629, -0.84184)
H (-2.23021, 0.66127, -1.31100)
H (-1.98712, 2.35290, -0.83235)
H (-4.39591, 1.74267, 1.23172)
H (-4.41657, 0.97283, 3.56912)
H (-1.17618, -1.63683, 6.11705)
N (2.47073, 0.73428, 0.74336)
N (3.46866, -0.06726, 0.11465)
C (3.10532, -1.27315, -0.36180)
N (3.93756, -2.16374, -0.83211)
N (1.76870, -1.40100, -0.29030)
N (0.99966, -2.49300, -0.44129)
O (-0.17434, -2.15515, -0.08050)
O (1.35076, -3.55202, -0.82656)
H (2.54455, 1.68442, 0.37658)
H (2.64641, 0.74658, 1.74926)
H (4.43763, 0.21804, 0.18443)
H (4.93907, -2.02023, -0.81444)
H (3.59117, -3.04125, -1.20215)
N (0.80982, 2.89364, -0.27636)
C (0.67582, 2.10386, -1.37259)
N (0.34937, 0.81585, -1.31070)
C (0.23321, 0.27966, -2.62309)
C (-0.21741, -0.98679, -2.98390)
C (-0.24505, -1.31942, -4.33007)
C (0.16169, -0.41952, -5.31323)
C (0.58025, 0.85379, -4.97047)
C (0.59821, 1.18353, -3.62273)
S (0.97880, 2.74000, -2.93718)
H (0.24062, 2.69369, 0.53527)
H (0.95316, 3.88226, -0.43387)
H (-0.60651, -1.68942, -2.26167)
H (-0.60984, -2.29468, -4.62197)
H (0.12284, -0.70692, -6.35463)
H (0.86588, 1.56956, -5.72873)

Cartesian forces (eV/Å) of the 3 atoms listed first:
Mn 0.29 0.02 -0.06
C 0.08 0.01 0.02
C -0.16 -0.02 -0.06

Orbital gap (spin up / spin down) ... 0.2462 / 0.2075 Eh
LUMO energy (spin up / spin down) ... -10.39 / -11.44 eV
<S²> ... 3.81
Charge ... +3
Electronic energy ... -219217.2898 eV
Multiplicity ... 4